{
  "formula": "C15H15Cl3IIrNO3P",
  "method": "wB97M-V/def2-TZVPD",
  "symbols": ["Ir", "I", "C", "C", "C", "C", "C", "C", "C", "C", "C", "C", "H", "H", "H", "H", "H", "H", "C", "O", "P", "O", "C", "O", "C", "H", "H", "H", "H", "H", "H", "H", "H", "H", "Cl", "C", "Cl", "Cl", "C", "N"],
  "coordinates": [[-0.9180, 0.9012, 0.2435], [-3.2169, 1.7306, 1.6471], [-3.2866, -0.1962, 2.4291], [-4.2853, -0.4507, 3.3756], [-4.4000, -1.7134, 3.9202], [-3.5198, -2.7219, 3.5144], [-2.5122, -2.4706, 2.5627], [-1.6470, -3.5042, 2.1692], [-0.6489, -3.2679, 1.2264], [-0.5027, -2.0013, 0.6832], [-1.3366, -0.9269, 1.0439], [-2.3654, -1.1726, 1.9929], [-4.9675, 0.3327, 3.6798], [-5.1677, -1.9216, 4.6533], [-3.6117, -3.7159, 3.9359], [-1.7643, -4.4895, 2.6038], [0.0095, -4.0713, 0.9243], [0.2890, -1.8449, -0.0407], [5.0575, 0.3257, -2.9075], [4.1227, 0.5325, -1.7737], [2.5852, 0.5855, -1.8017], [2.1076, 0.4599, -0.3036], [2.9548, 0.8980, 0.8350], [1.9903, -0.5973, -2.6058], [0.8905, -0.6266, -3.5813], [4.9428, 1.1442, -3.6113], [4.8412, -0.6384, -3.3568], [6.0410, 0.3403, -2.4537], [3.9185, 1.2447, 0.4801], [3.0709, 0.0249, 1.4691], [2.4180, 1.6909, 1.3456], [0.7131, -1.6791, -3.7702], [1.2079, -0.1241, -4.4894], [0.0094, -0.1548, -3.1549], [-2.0982, 5.6298, -2.3198], [-0.4667, 5.0602, -2.0036], [0.4378, 4.8069, -3.4966], [0.3972, 6.1086, -0.8870], [-0.5910, 3.7457, -1.3456], [-0.6984, 2.7272, -0.8320]],
  "mulliken_charge": [0.657, 0.179, 0.621, -0.649, -0.715, -0.637, 0.780, -0.622, -0.998, -0.224, 0.340, 0.368, 0.382, 0.451, 0.471, 0.477, 0.443, 0.381, -0.584, -0.206, 0.602, -0.110, -0.622, -0.166, -0.539, 0.332, 0.303, 0.257, 0.350, 0.296, 0.269, 0.264, 0.329, 0.268, -0.030, 0.866, -0.051, -0.028, -0.027, -0.478],
  "orbital_gap_ev": [8.2781, 6.1409],
  "multiplicity": 6,
  "e_lumo_ha": [-0.347, -0.458],
  "charge": 3
}

{
  "formula": "CH14Ba3O10",
  "method": "wB97M-V/def2-TZVPD",
  "symbols": ["Ba", "Ba", "Ba", "C", "O", "O", "O", "O", "H", "H", "O", "H", "H", "O", "H", "H", "O", "H", "H", "O", "H", "H", "O", "H", "H", "O", "H", "H"],
  "coordinates": [[-2.0681, -1.9204, 2.4135], [1.6556, 2.9037, -0.4179], [1.2972, -3.3879, -0.5436], [-0.0209, -0.3039, 0.5697], [0.6365, 0.2833, -0.3665], [0.4650, -1.3651, 1.1627], [-1.1901, 0.0830, 0.8882], [1.6028, -2.0029, -2.8276], [1.2772, -2.0238, -3.7403], [1.9413, -1.1110, -2.7088], [3.4043, -1.8507, -0.0514], [4.2850, -1.6594, 0.3028], [2.9572, -0.9967, -0.1190], [-1.7358, 2.4721, 2.6552], [-2.5081, 3.0512, 2.6522], [-1.8079, 1.9421, 1.8547], [-1.1004, 2.7270, -1.0080], [-1.1476, 1.8610, -0.5716], [-1.8130, 3.2547, -0.6211], [-3.5975, 0.2237, -0.6988], [-2.8239, 0.1611, -0.1341], [-4.2117, 0.8435, -0.2895], [-0.9422, -0.2676, -2.8933], [-0.6371, -0.3476, -1.9831], [-0.5559, 0.5516, -3.2134], [2.5733, -1.0147, 3.1310], [2.2289, -0.9579, 4.0279], [1.8357, -1.1481, 2.5302]],
  "mulliken_charge": [1.870, 1.886, 1.834, 1.006, -0.794, -1.129, -1.011, -0.536, 0.312, 0.283, -0.552, 0.306, 0.288, -0.624, 0.350, 0.281, -0.665, 0.409, 0.341, -0.586, 0.321, 0.357, -0.578, 0.232, 0.314, -0.600, 0.324, 0.360],
  "orbital_gap_ev": 8.6639,
  "e_lumo_ha": -0.477,
  "charge": 4
}

{
  "formula": "C60H159N13O17",
  "method": "wB97M-V/def2-TZVPD",
  "symbols": ["C", "O", "C", "C", "N", "C", "C", "O", "C", "H", "H", "H", "H", "H", "H", "H", "H", "H", "H", "H", "H", "H", "H", "H", "C", "O", "C", "C", "N", "C", "C", "O", "C", "H", "H", "H", "H", "H", "H", "H", "H", "H", "H", "H", "H", "H", "H", "H", "C", "O", "C", "C", "N", "C", "C", "O", "C", "H", "H", "H", "H", "H", "H", "H", "H", "H", "H", "H", "H", "H", "H", "H", "C", "O", "C", "C", "N", "C", "C", "O", "C", "H", "H", "H", "H", "H", "H", "H", "H", "H", "H", "H", "H", "H", "H", "H", "C", "C", "C", "O", "C", "N", "H", "H", "H", "H", "H", "H", "H", "H", "H", "H", "H", "C", "C", "C", "O", "C", "N", "H", "H", "H", "H", "H", "H", "H", "H", "H", "H", "H", "C", "C", "C", "O", "C", "N", "H", "H", "H", "H", "H", "H", "H", "H", "H", "H", "H", "C", "C", "C", "O", "C", "N", "H", "H", "H", "H", "H", "H", "H", "H", "H", "H", "H", "C", "C", "C", "O", "C", "N", "H", "H", "H", "H", "H", "H", "H", "H", "H", "H", "H", "C", "C", "C", "O", "C", "N", "H", "H", "H", "H", "H", "H", "H", "H", "H", "H", "H", "C", "C", "C", "O", "C", "N", "H", "H", "H", "H", "H", "H", "H", "H", "H", "H", "H", "C", "C", "C", "O", "C", "N", "H", "H", "H", "H", "H", "H", "H", "H", "H", "H", "H", "C", "C", "C", "O", "C", "N", "H", "H", "H", "H", "H", "H", "H", "H", "H", "H", "H"],
  "coordinates": [[11.0063, -19.7966, 10.0255], [11.6615, -18.5135, 10.0338], [11.4635, -17.7962, 8.8141], [12.1161, -16.4057, 9.0003], [13.5297, -16.5750, 9.2762], [14.1876, -15.2418, 9.2706], [14.1805, -14.3816, 7.9615], [12.9056, -13.6876, 7.9404], [12.8558, -12.6549, 7.0464], [11.2757, -20.3060, 10.9508], [11.2218, -20.5114, 9.2313], [9.9650, -19.7271, 9.7108], [10.4042, -17.5867, 8.6654], [11.8064, -18.2920, 7.9060], [11.5939, -15.8582, 9.7850], [11.9687, -15.7850, 8.1165], [13.5299, -16.9952, 10.1946], [15.2115, -15.5176, 9.5228], [13.8238, -14.6086, 10.0799], [14.2319, -15.0119, 7.0737], [14.9559, -13.6216, 7.8652], [13.2214, -12.9174, 6.0536], [13.5040, -11.8242, 7.3253], [11.8106, -12.3496, 6.9958], [21.0494, -17.3446, -5.4328], [20.4053, -18.0294, -4.3722], [21.0172, -19.3111, -4.0104], [21.4131, -20.2864, -5.2031], [21.9272, -21.5767, -4.8926], [23.1023, -21.6253, -3.9943], [23.6899, -23.0282, -3.8614], [24.8311, -22.8071, -3.0776], [25.4353, -23.8797, -2.3635], [22.1375, -17.4066, -5.4141], [20.7833, -16.2990, -5.2782], [20.5910, -17.6067, -6.3863], [20.3155, -19.8432, -3.3682], [21.9302, -19.1123, -3.4491], [22.0559, -19.7915, -5.9311], [20.4940, -20.6034, -5.6961], [21.2732, -22.2798, -4.5792], [22.7608, -21.3744, -2.9901], [23.8315, -20.8955, -4.3461], [24.0451, -23.4434, -4.8046], [23.0363, -23.7517, -3.3741], [25.5880, -24.7363, -3.0200], [24.8029, -24.2339, -1.5494], [26.3653, -23.4594, -1.9806], [27.6493, -10.9320, 5.7760], [28.4483, -10.2830, 4.8278], [29.6740, -9.8113, 5.4512], [30.5946, -9.3852, 4.2768], [31.8275, -8.6598, 4.7783], [32.7914, -8.1887, 3.7771], [33.4923, -6.8701, 4.1594], [34.2912, -7.0028, 5.2944], [35.5159, -7.7886, 5.2380], [28.1446, -11.8472, 6.1004], [26.7559, -11.3309, 5.2956], [27.4068, -10.3247, 6.6480], [30.1391, -10.6060, 6.0345], [29.4914, -8.9492, 6.0927], [30.0694, -8.7599, 3.5548], [30.9716, -10.1960, 3.6534], [32.1754, -9.3111, 5.4674], [32.2850, -8.0250, 2.8258], [33.5365, -8.9515, 3.5506], [32.7840, -6.0461, 4.2452], [34.1510, -6.4859, 3.3806], [35.2025, -8.8006, 5.4942], [36.2151, -7.3003, 5.9169], [36.0116, -7.7589, 4.2677], [13.8456, -18.0471, 3.4240], [14.1169, -17.8895, 2.0329], [13.2972, -17.0028, 1.3083], [11.9005, -17.6443, 1.0635], [11.0165, -16.7780, 0.4064], [10.6676, -15.6841, 1.3433], [9.4126, -14.9912, 0.6826], [8.2602, -15.8673, 0.8730], [7.0733, -15.4121, 0.2865], [14.1064, -17.1353, 3.9614], [14.5362, -18.7798, 3.8414], [12.8009, -18.2940, 3.6130], [13.7709, -16.8666, 0.3361], [13.1726, -16.0738, 1.8647], [11.4399, -17.9737, 1.9948], [12.0092, -18.6201, 0.5901], [10.1436, -17.2860, 0.4024], [11.4799, -14.9706, 1.4818], [10.3842, -16.0656, 2.3242], [9.5325, -14.7897, -0.3819], [9.1486, -14.0593, 1.1826], [6.2103, -15.9423, 0.6893], [7.0740, -15.5547, -0.7942], [6.8772, -14.3594, 0.4903], [15.5693, -7.9263, -4.8933], [16.3210, -6.6584, -4.6041], [16.0276, -6.1015, -3.1532], [14.6417, -5.6003, -3.0557], [14.2455, -5.4637, -1.7065], [17.6708, -7.1282, -4.5741], [14.4837, -7.8331, -4.8630], [15.8253, -8.6738, -4.1424], [15.8325, -8.4307, -5.8230], [16.1815, -5.9116, -5.3857], [16.7348, -5.3159, -2.8871], [16.1502, -6.9030, -2.4247], [14.2695, -6.4509, -1.2450], [13.2065, -5.1350, -1.7285], [14.8472, -4.8021, -1.0834], [18.2025, -6.2700, -4.6016], [17.9210, -7.5410, -5.4613], [16.3424, -7.7027, 12.5647], [16.2133, -9.0148, 13.3276], [17.5159, -9.8459, 13.4555], [18.0367, -10.3484, 12.2301], [19.3527, -10.7554, 12.1822], [15.8320, -8.6491, 14.6848], [15.3664, -7.2313, 12.4497], [16.7802, -7.9980, 11.6112], [16.9967, -6.9592, 13.0198], [15.4362, -9.6508, 12.9037], [17.2754, -10.6700, 14.1272], [18.2609, -9.2222, 13.9495], [19.9768, -9.9734, 12.6146], [19.6954, -11.0075, 11.1786], [19.5031, -11.6735, 12.7502], [16.6953, -8.4165, 15.1546], [15.5819, -9.5623, 15.0365], [26.5033, -15.8854, -1.2979], [26.5875, -15.4702, 0.1426], [28.0172, -15.7971, 0.7165], [28.4029, -17.1206, 0.5855], [27.5989, -18.0686, 1.3059], [26.3100, -14.0898, 0.1323], [25.4996, -15.5550, -1.5652], [26.4378, -16.9677, -1.4094], [27.2647, -15.4432, -1.9404], [25.8619, -16.0779, 0.6832], [28.0029, -15.5534, 1.7788], [28.8227, -15.1470, 0.3751], [27.9045, -19.1134, 1.2509], [26.6406, -18.2153, 0.8076], [27.4157, -17.7284, 2.3251], [26.3754, -13.7462, 1.0798], [25.3576, -13.9705, -0.1822], [23.9462, -19.9296, 11.2325], [23.6221, -18.6402, 10.4824], [22.1974, -18.6920, 9.9196], [22.0517, -19.4079, 8.6750], [22.5575, -18.6186, 7.5436], [23.7694, -17.5733, 11.4250], [23.3032, -20.0853, 12.0987], [24.9788, -20.1974, 11.4565], [23.6193, -20.7190, 10.5556], [24.3701, -18.3966, 9.7280], [21.9596, -17.6424, 9.7462], [21.5210, -19.1322, 10.6523], [22.1126, -17.6241, 7.5114], [22.3855, -19.0978, 6.5798], [23.6471, -18.6226, 7.5139], [24.7365, -17.5068, 11.7084], [23.2377, -17.7451, 12.2664], [13.0372, -17.8450, -6.3031], [12.4872, -16.4269, -6.1876], [10.9466, -16.3509, -6.1542], [10.3676, -16.9320, -7.3399], [9.0205, -17.2950, -7.2331], [13.0103, -15.9090, -4.9653], [12.4682, -18.3748, -7.0670], [12.9624, -18.4672, -5.4113], [14.0575, -17.8612, -6.6862], [12.9758, -15.7950, -6.9293], [10.4906, -15.3740, -5.9933], [10.5531, -16.9591, -5.3398], [8.8391, -18.3113, -7.5828], [8.5073, -16.5643, -7.8582], [8.5150, -17.3331, -6.2682], [12.4093, -16.2716, -4.2391], [13.9967, -16.0465, -4.7975], [22.3949, -5.0892, 10.8438], [23.8693, -4.5801, 10.7976], [24.9077, -5.7005, 10.4360], [25.3064, -6.3776, 11.6412], [26.2364, -7.4160, 11.4291], [23.8012, -3.5256, 9.7795], [22.2577, -6.0776, 11.2822], [22.0234, -5.2879, 9.8384], [21.8331, -4.3100, 11.3590], [24.0809, -4.0458, 11.7238], [25.8005, -5.1796, 10.0900], [24.5718, -6.4083, 9.6781], [25.8266, -8.1686, 10.7554], [26.4644, -7.9786, 12.3344], [27.2381, -7.1504, 11.0913], [23.4416, -4.0033, 8.9655], [24.7248, -3.2484, 9.4790], [28.7663, -3.8830, -2.5062], [28.5235, -4.2920, -3.9354], [27.5124, -5.4016, -4.2777], [26.2406, -5.1940, -3.6455], [25.4963, -6.3730, -3.5280], [28.0754, -3.0838, -4.5793], [27.8509, -3.8911, -1.9144], [29.2309, -2.9003, -2.4254], [29.2915, -4.6261, -1.9061], [29.5080, -4.4397, -4.3794], [27.9948, -6.3424, -4.0126], [27.2224, -5.3762, -5.3281], [25.2767, -6.8073, -4.5033], [24.5742, -6.0817, -3.0250], [26.0002, -7.1544, -2.9592], [27.1719, -2.8150, -4.2166], [27.9382, -3.1566, -5.5773], [20.2976, -12.7848, 1.7868], [19.7849, -11.4286, 1.2317], [20.3846, -10.1770, 2.0085], [20.2026, -10.4209, 3.4391], [20.6178, -9.3605, 4.2476], [20.0448, -11.2918, -0.2071], [19.9590, -13.5920, 1.1373], [19.9053, -12.8580, 2.8011], [21.3662, -12.8525, 1.9906], [18.7062, -11.4976, 1.3725], [19.9914, -9.2240, 1.6546], [21.4513, -10.1808, 1.7846], [20.5792, -9.6867, 5.2869], [19.9346, -8.5369, 4.0402], [21.6548, -9.0907, 4.0481], [19.6343, -10.4234, -0.5192], [19.6293, -11.9909, -0.8060], [19.3772, -0.4823, 3.8826], [20.6418, -1.0822, 4.5494], [21.2346, -2.1418, 3.6218], [22.3260, -2.7091, 4.2736], [23.3008, -3.3237, 3.4503], [21.5613, 0.0042, 4.6847], [19.6445, 0.0892, 2.9938], [18.9322, 0.1197, 4.6749], [18.5950, -1.2158, 3.6872], [20.3798, -1.3726, 5.5668], [21.5397, -1.7820, 2.6391], [20.4447, -2.8586, 3.3978], [24.0317, -3.8755, 4.0414], [23.8190, -2.5783, 2.8470], [22.9916, -3.9479, 2.6119], [21.1424, 0.7592, 5.2087], [22.1590, -0.5036, 5.3212]],
  "mulliken_charge": [-0.811, -0.292, -0.606, -0.570, -0.427, -0.705, -0.498, -0.276, -0.796, 0.264, 0.328, 0.312, 0.387, 0.346, 0.316, 0.382, 0.260, 0.416, 0.362, 0.212, 0.539, 0.325, 0.290, 0.240, -0.733, -0.369, -0.446, -0.627, -0.282, -0.500, -0.566, -0.275, -0.729, 0.328, 0.244, 0.269, 0.306, 0.340, 0.341, 0.354, 0.273, 0.221, 0.342, 0.354, 0.338, 0.299, 0.294, 0.223, -0.741, -0.289, -0.447, -0.728, -0.264, -0.533, -0.665, -0.381, -0.677, 0.308, 0.278, 0.280, 0.344, 0.350, 0.346, 0.316, 0.219, 0.438, 0.326, 0.307, 0.415, 0.238, 0.234, 0.327, -0.677, -0.370, -0.192, -0.844, -0.334, -0.565, -0.718, -0.324, -0.741, 0.253, 0.281, 0.295, 0.226, 0.299, 0.352, 0.386, 0.277, 0.404, 0.345, 0.367, 0.443, 0.247, 0.293, 0.295, -1.469, 0.531, -0.663, -0.320, -0.739, -0.728, 0.325, 0.370, 0.369, 0.316, 0.322, 0.312, 0.330, 0.252, 0.289, 0.242, 0.260, -1.380, 0.430, -0.756, -0.290, -0.711, -0.740, 0.343, 0.358, 0.275, 0.361, 0.312, 0.366, 0.310, 0.232, 0.295, 0.306, 0.289, -1.275, 0.512, -0.766, -0.352, -0.733, -0.692, 0.383, 0.310, 0.296, 0.203, 0.403, 0.369, 0.283, 0.249, 0.315, 0.242, 0.253, -1.337, 0.590, -0.763, -0.358, -0.741, -0.730, 0.332, 0.385, 0.321, 0.195, 0.365, 0.349, 0.308, 0.295, 0.276, 0.254, 0.258, -1.333, 0.472, -0.675, -0.315, -0.764, -0.641, 0.336, 0.298, 0.362, 0.211, 0.404, 0.324, 0.268, 0.253, 0.343, 0.214, 0.243, -1.237, 0.350, -0.638, -0.316, -0.776, -0.721, 0.328, 0.361, 0.298, 0.295, 0.333, 0.327, 0.311, 0.278, 0.308, 0.248, 0.251, -1.431, 0.457, -0.739, -0.298, -0.748, -0.740, 0.306, 0.391, 0.373, 0.318, 0.395, 0.369, 0.300, 0.241, 0.314, 0.271, 0.222, -1.266, 0.525, -0.717, -0.279, -0.711, -0.733, 0.349, 0.330, 0.281, 0.181, 0.388, 0.367, 0.226, 0.286, 0.296, 0.223, 0.254, -1.496, 0.464, -0.723, -0.286, -0.860, -0.759, 0.365, 0.386, 0.388, 0.332, 0.388, 0.333, 0.249, 0.362, 0.342, 0.249, 0.264],
  "orbital_gap_ev": 8.7623,
  "e_lumo_ha": 0.008
}

{
  "formula": "C8H11IN3O2P",
  "method": "wB97M-V/def2-TZVPD",
  "symbols": ["C", "C", "C", "C", "C", "C", "C", "C", "N", "N", "N", "O", "O", "P", "I", "H", "H", "H", "H", "H", "H", "H", "H", "H", "H", "H"],
  "coordinates": [[-2.1858, -1.3662, -0.1990], [-1.5068, -0.0787, 1.9395], [-2.3538, -1.8949, 1.0882], [-1.0989, 0.4195, 0.6786], [-2.7778, -3.3242, 1.3373], [2.4662, 1.6852, -1.9709], [-0.2301, 2.0417, -0.5686], [1.3128, 0.8169, -1.9683], [-1.9579, -1.2641, 2.1510], [-1.5502, -0.1821, -0.4643], [-2.9804, -3.5303, 2.6620], [-2.7682, -4.1461, 0.4535], [-0.2473, 1.4540, 0.6074], [1.0832, -0.6441, -0.8583], [0.4569, 0.7675, -3.9685], [-2.6528, -1.9305, -1.1030], [-1.4249, 0.6484, 2.7472], [2.8726, 1.8111, -1.0067], [2.3630, 2.7431, -2.4695], [3.3835, 1.3171, -2.5364], [0.5692, 2.7396, -0.5325], [-1.0382, 2.0666, -1.2746], [-2.8111, -2.6264, 3.1078], [-3.1066, -4.3996, 3.0507], [0.2565, -1.3145, -1.8089], [2.1946, -1.5173, -1.1224]],
  "mulliken_charge": [-0.373, -0.594, 0.799, 0.698, 0.054, -1.368, -0.668, 0.130, -0.526, -0.325, -0.288, -0.607, -0.297, -0.081, 0.021, 0.310, 0.399, 0.448, 0.355, 0.351, 0.540, 0.353, 0.357, 0.183, 0.018, 0.113],
  "orbital_gap_ev": 7.3312,
  "e_lumo_ha": -0.015
}

Total energy per entry: -81193.965; -23786.790; -118959.301; -34424.449 eV
Energy above the lowest of the compared OMol25 structures with the same formula, charge and spin per entry: 3.7; 39.2; 214.5; 38.8 kcal per mole